# 1
# C2H6N2O2

2 unconnected molecules or ions with the total composition C2H6N2O2 in a non-equilibrium geometry (ωB97M-V/def2-TZVPD, the OMol25 dataset).

Structure (ORCA input):
```
! wB97M-V def2-TZVPD RIJCOSX def2/J DEFGRID3
* xyz 0 1
H -2.333 2.188 2.506
C 1.405 -1.844 -2.946
O -1.955 0.281 1.988
O 1.046 -2.800 -3.578
H -0.062 2.587 3.125
H 2.478 -1.624 -2.798
H 0.809 -0.855 -1.288
C -1.624 1.362 2.419
H -0.339 -1.027 -2.703
N -0.362 1.701 2.762
H 0.378 1.016 2.765
N 0.559 -0.985 -2.252
*
```

maximum force	2.3	eV Å⁻¹
gap between HOMO and LUMO	0.39410	hartree
total energy	-339.7992	Eh
E_HOMO	-0.3700	hartree

# 2
# C28H58O16

13 unconnected molecules or ions with the total composition C28H58O16 in a non-equilibrium geometry (ωB97M-V/def2-TZVPD, the OMol25 dataset).

Structure (ORCA input):
```
! wB97M-V def2-TZVPD RIJCOSX def2/J DEFGRID3
* xyz 0 1
H -6.754 -0.230 -0.601
O -1.897 2.182 -4.839
C -2.485 -0.305 -1.706
H -0.705 -0.686 6.222
H -8.079 -0.902 -3.059
C 0.010 -0.262 -0.347
O -7.768 -0.129 -2.616
C 3.084 -3.345 2.514
C -3.222 2.083 -4.316
H -0.752 0.397 2.087
O 1.984 -0.094 -4.513
H 2.274 0.048 -5.498
H -2.333 -3.617 -3.281
C -1.445 -0.794 -7.311
H 2.871 -4.356 -1.346
H -0.624 -0.775 -7.977
H -6.123 -1.469 -1.909
C 0.402 2.111 7.573
H 3.854 1.046 2.569
H -0.770 -1.083 -4.226
C -0.147 0.724 7.440
H 2.487 -4.214 2.350
O 4.476 -4.894 3.634
H -2.309 -0.323 -7.807
H -1.057 4.618 -0.190
O 0.662 -4.612 -1.200
H -3.167 1.240 -3.727
C -2.338 3.327 3.650
H 0.440 -3.676 -1.052
O 3.260 0.444 2.615
H -4.024 2.129 -5.051
C 0.975 2.109 5.187
C 4.287 -3.629 3.291
H 0.639 1.130 -3.560
O -2.099 4.598 4.077
H -3.484 -0.412 -2.298
H -1.754 4.518 4.903
C -1.435 4.039 -1.054
H -0.679 0.226 8.362
H 6.210 -2.430 -0.922
H -1.787 3.182 -4.952
O 0.620 2.564 8.858
C -1.238 0.448 0.096
C 0.422 0.786 5.089
H 5.184 -1.959 0.415
O 1.907 4.053 -0.758
H -4.283 -2.977 -2.433
C -0.053 -0.814 -1.639
C 0.952 2.698 6.452
H -3.476 3.166 3.610
H 0.951 -1.314 -1.708
H 2.106 -1.659 1.471
H -5.807 0.310 -1.993
C -0.137 0.097 6.177
H 1.448 0.121 3.719
H -3.180 1.065 -0.098
H 5.179 -5.097 4.232
C 3.622 -0.931 2.704
H 1.411 3.149 8.568
O 4.123 -1.748 -1.137
H 1.479 2.593 0.434
H -1.806 4.584 -1.727
H -1.739 0.412 -5.644
C 1.713 1.031 -3.779
O -1.185 0.880 1.346
H 0.984 -0.344 0.220
H 3.716 -0.922 -0.957
H 1.208 3.793 -1.369
H 6.083 -0.988 -0.448
H 1.527 1.833 -4.554
H 5.313 -0.262 3.575
H -4.794 -4.846 -2.429
H 2.402 1.062 -3.049
O -1.393 -1.451 -3.441
H 2.204 -5.769 -0.524
H 3.287 3.494 0.734
C 2.802 -1.960 2.191
O -1.108 -0.392 -5.973
C -1.279 -0.892 -2.292
H 3.073 2.418 -0.326
H 6.047 -2.655 4.249
C 2.471 3.127 0.094
H 1.275 3.618 6.548
H -3.385 2.993 -3.607
C 5.456 -1.830 -0.494
O 0.613 0.196 3.881
H -0.938 2.181 -1.301
C 1.987 -4.925 -0.737
C 4.782 -1.144 3.325
H 2.081 -4.460 0.217
C -2.379 0.552 -0.636
H -1.846 3.155 2.747
H -1.880 -1.934 -7.162
H -2.316 3.553 -0.891
C -6.592 -0.405 -1.664
O -0.679 3.021 -1.786
C -4.272 -3.923 -3.018
H -5.027 -3.771 -3.635
C 5.160 -2.515 3.669
O -2.912 -4.279 -3.378
H 1.322 2.603 4.313
H -1.885 2.696 4.540
*
```

maximum force	14.0	eV Å⁻¹
gap between HOMO and LUMO	0.29365	hartree
total energy	-2304.8370	Eh
E_HOMO	-0.2847	hartree

# 3
# C10H17N3OS

A molecular structure, C10H17N3OS in a non-equilibrium geometry (ωB97M-V/def2-TZVPD, the OMol25 dataset).

Structure (ORCA input):
```
! wB97M-V def2-TZVPD RIJCOSX def2/J DEFGRID3
* xyz 0 3
H 0.402 -1.509 -0.147
C -2.582 -1.208 0.971
H 1.009 0.804 -4.367
H -3.333 -1.797 1.353
C 0.406 -0.506 -0.647
C 0.851 -0.039 -1.866
H 2.501 -0.892 -2.908
N -1.788 0.722 -1.339
H -0.206 2.156 -0.680
H 0.423 -0.628 -4.704
H -0.101 0.431 4.180
C 0.548 0.174 2.281
H 1.884 1.300 1.035
C -1.681 -0.863 1.882
N -0.242 0.330 0.146
C -1.026 1.425 -0.412
O -2.037 -0.352 -3.539
H 0.250 -1.388 3.748
C 0.518 -0.342 3.707
S -1.243 0.636 -2.770
C 1.679 1.110 2.065
H -1.954 -0.892 2.982
C -0.476 -0.116 1.510
H 1.481 -0.297 4.279
C 1.457 -0.794 -3.020
H 1.209 0.964 -1.796
N 1.208 -0.198 -4.340
H 2.547 0.903 2.610
H -2.524 -1.061 -0.094
H 1.346 2.057 2.532
H 1.065 -1.829 -3.146
H -1.590 1.699 0.497
*
```

maximum force	3.2	eV Å⁻¹
gap between HOMO and LUMO (alpha / beta)	0.21715 / 0.24332	hartree
total energy	-1028.6604	Eh
E_HOMO (alpha / beta)	-0.2003 / -0.3225	hartree

# 4
# C8H26O5

5 unconnected molecules or ions with the total composition C8H26O5 in a non-equilibrium geometry (ωB97M-V/def2-TZVPD, the OMol25 dataset).

Structure (ORCA input):
```
! wB97M-V def2-TZVPD RIJCOSX def2/J DEFGRID3
* xyz 0 1
H 2.188 3.026 -3.326
C 2.936 2.512 -2.722
H -4.738 4.248 -4.732
H 3.544 -1.525 0.436
H 3.026 3.128 -1.828
H -1.662 -3.050 3.969
C 4.557 -3.792 2.482
C -4.664 3.051 -1.736
H -4.022 -3.663 3.655
H 4.935 3.434 -3.258
O -2.068 -1.029 4.212
H -5.655 2.605 -1.650
O -0.452 -0.292 0.388
C -2.466 -2.382 4.278
H -3.263 3.893 -3.238
O 2.564 1.215 -2.472
H 5.410 -3.233 2.869
O 4.086 -2.296 0.618
H 3.302 -1.970 2.321
H -3.851 2.325 -3.590
H 2.496 0.757 -3.313
H -1.207 -0.757 0.028
H 5.043 -4.367 1.694
H -1.541 -0.848 3.431
H 4.307 2.222 -4.328
C 4.363 2.506 -3.277
H -4.763 3.969 -1.156
H 4.126 -4.492 3.197
H -3.609 -2.369 2.450
H 4.957 1.707 -2.834
H -3.896 2.467 -1.228
C -3.754 -2.617 3.502
H 2.663 -3.482 1.737
H -2.712 -2.719 5.285
C 3.576 -2.889 1.804
C -4.172 3.291 -3.200
H -4.646 -2.055 3.778
O -5.167 3.859 -3.967
H 0.229 -0.388 -0.278
*
```

maximum force	2.5	eV Å⁻¹
gap between HOMO and LUMO	0.38062	hartree
total energy	-696.5049	Eh
E_HOMO	-0.3715	hartree

# 5
# C36H39MnN3O2P3S3

A molecular structure, C36H39MnN3O2P3S3 (ωB97M-V/def2-TZVPD, the OMol25 dataset).

Structure (ORCA input):
```
! wB97M-V def2-TZVPD RIJCOSX def2/J DEFGRID3
* xyz 0 5
C 1.773 -2.838 -0.421
H -0.876 0.918 -2.390
Mn 0.443 0.726 0.154
C 3.118 4.764 2.311
H -1.670 6.701 2.570
H 4.924 -0.088 -2.166
C -1.054 -2.689 -4.720
H -2.243 6.677 0.169
H -0.812 -2.991 2.627
S -1.881 4.328 -1.771
H 4.344 2.983 2.307
C -0.928 4.684 2.586
C -0.995 3.516 0.508
O 4.600 1.046 0.272
H -4.999 1.675 -1.652
H -4.570 -3.937 3.452
C -1.809 5.805 0.638
H -1.215 -3.859 -1.549
H 0.654 -3.371 1.735
H 4.781 -5.266 -0.588
C -0.064 -2.587 1.951
H 5.254 2.230 -1.314
C -3.275 -2.581 2.424
H 2.899 5.607 1.656
H -1.386 -2.932 -5.720
H 0.468 -1.770 2.457
H 6.122 -0.693 -1.007
H -1.325 2.152 -3.512
C 0.136 -1.246 -3.212
S 2.303 1.668 -1.526
H -3.201 1.485 0.006
C -1.387 -3.516 -3.656
C 4.149 -3.219 -0.597
C 5.826 0.165 -1.609
C 4.109 3.829 1.659
C 3.940 -4.586 -0.543
N -0.792 2.442 -0.360
H -1.979 -4.407 -3.828
H 5.041 4.339 1.406
C -0.678 3.533 1.862
H 6.627 0.377 -2.318
C -3.972 -0.740 4.380
H 0.774 -0.383 -3.044
H 5.154 -2.826 -0.683
H -2.656 0.610 3.352
C -3.082 -0.387 3.372
H -5.756 -0.327 -2.903
H 0.569 -4.616 -0.289
C -4.154 -2.938 3.430
H -5.197 -2.298 5.194
C -4.973 -0.412 -2.161
P 3.189 1.807 0.237
H -4.731 -2.527 -2.428
H -0.232 2.663 2.326
H -2.972 -2.724 -0.719
H 3.233 -1.273 -0.553
C 5.589 1.369 -0.730
C -1.225 2.726 -1.555
C 3.069 -2.345 -0.532
P 0.433 -1.583 -0.501
C -1.564 4.647 -0.085
H -0.683 4.711 3.640
C 1.573 -4.218 -0.373
C -4.548 0.709 -1.463
C 2.648 -5.085 -0.426
H 2.188 4.237 2.520
C -3.534 0.600 -0.525
C -0.957 -3.210 -2.375
H 6.490 1.654 -0.185
H -4.239 -0.018 5.141
H 0.008 -0.925 -5.327
C -2.727 -1.300 2.387
C -0.214 -2.058 -2.138
N -1.261 1.838 -2.560
C -4.507 -2.016 4.409
C -0.280 -1.559 -4.498
C -4.397 -1.646 -1.894
O 3.561 3.356 0.412
C -2.939 -0.632 -0.266
H -3.003 -3.299 1.660
C -1.485 5.812 1.983
S 2.199 1.112 1.828
C -3.400 -1.758 -0.940
H 3.521 5.148 3.249
N -0.711 -2.135 0.702
P -1.653 -0.680 1.019
H 2.482 -6.154 -0.379
*
```

maximum force	0.3	eV Å⁻¹
gap between HOMO and LUMO (alpha / beta)	0.28059 / 0.19046	hartree
total energy	-5079.7654	Eh
E_HOMO (alpha / beta)	-0.2640 / -0.1738	hartree

# 6
# C9H52NO18

18 unconnected molecules or ions with the total composition C9H52NO18 in a non-equilibrium geometry (ωB97M-V/def2-TZVPD, the OMol25 dataset).

Structure (ORCA input):
```
! wB97M-V def2-TZVPD RIJCOSX def2/J DEFGRID3
* xyz -1 1
O -3.883 5.939 -0.043
H 4.264 -6.431 -0.278
O -6.167 1.788 3.216
H 7.410 -2.001 -1.788
H -3.273 5.294 0.316
C 0.519 2.128 -1.849
H -3.587 1.636 -1.422
H -2.623 4.348 3.789
O -0.531 1.992 1.044
C 1.295 -0.162 -1.521
N -0.052 0.842 0.285
H 1.570 -2.240 -1.575
H -1.565 -0.350 2.585
O 5.212 -6.393 -0.156
H 1.017 -1.417 2.705
H 5.535 5.968 0.374
H 2.319 -1.463 -0.112
H 0.697 0.287 3.020
H -3.888 -4.527 5.189
O 6.931 4.549 -2.315
H -1.624 -1.915 1.774
H 3.706 -2.554 4.593
C 0.968 1.134 -0.712
H -5.560 1.057 3.102
H 3.114 1.891 -0.954
H 1.181 2.203 -2.712
H -1.520 2.417 -7.622
H 0.521 -7.327 -1.553
C -1.447 -0.850 1.624
C 0.197 -1.735 0.100
H 6.898 -0.590 -1.588
H -4.303 5.930 -3.237
H -2.119 -0.661 0.787
H 0.382 3.192 -1.651
H -4.082 4.676 4.026
O 1.387 -7.231 -1.158
H 6.584 5.121 -3.000
H 2.272 3.725 3.339
H -0.378 1.697 -2.294
H -2.330 -5.962 -3.847
O -4.465 5.628 -4.131
O 5.655 6.645 1.040
O -2.634 -5.121 -3.507
H -1.847 -4.708 -3.150
H 0.323 -2.677 0.635
O 4.516 -2.740 5.068
H 1.900 2.753 4.439
O 6.843 -1.339 -2.183
H -4.022 -6.281 1.817
H -5.104 -1.437 -2.230
O -5.451 -2.321 -2.114
H 2.200 -0.139 -2.128
H -4.755 -2.895 -2.435
H 1.953 -0.227 1.992
H 2.850 1.092 0.523
O -1.908 3.071 -7.041
H -5.002 2.126 -1.647
O -4.181 -6.445 0.888
C 0.911 -0.438 2.236
H 6.416 6.355 1.542
C 1.471 -1.483 -0.797
H 1.532 -8.055 -0.693
O -3.196 4.996 4.198
H 4.264 -2.713 5.991
H -2.557 2.586 -6.532
H 0.435 -0.316 -2.174
C 2.357 1.762 -0.181
C -0.099 -0.481 1.009
H -3.936 -5.627 0.454
H -7.029 1.377 3.271
H 7.114 3.723 -2.763
H 5.331 -6.344 0.792
O -3.593 -5.281 4.680
H -2.700 -5.443 4.985
O -4.386 1.443 -1.913
H -3.657 5.182 -4.384
H -0.583 -1.913 -0.639
H -4.721 5.477 -0.087
O 2.427 3.533 4.264
H 2.282 2.668 0.419
*
```

maximum force	2.7	eV Å⁻¹
gap between HOMO and LUMO	0.14096	hartree
total energy	-1783.0405	Eh
E_HOMO	-0.0846	hartree

# 7
# C4H13N3

A gas-phase ion, C4H13N3 (charge +1) in a non-equilibrium geometry (ωB97M-V/def2-TZVPD, the OMol25 dataset).

Structure (ORCA input):
```
! wB97M-V def2-TZVPD RIJCOSX def2/J DEFGRID3
* xyz 1 2
H 2.725 -0.877 -2.165
C 1.305 -1.416 -0.806
N 0.726 0.155 1.572
C -0.045 -1.070 -0.392
H 1.453 -2.502 -1.102
H -1.798 0.394 1.802
H 0.849 0.974 2.063
N 1.762 -0.566 -1.970
N -1.942 2.017 0.530
H 1.092 -0.531 -2.860
H -0.531 -1.908 0.181
H 0.425 -0.819 1.899
H -1.210 2.719 0.826
H -0.656 -0.988 -1.352
H 1.957 -1.172 -0.032
H -2.882 2.233 0.973
C -1.620 0.618 0.702
C -0.145 0.238 0.326
H 0.092 1.107 -0.388
H -2.320 -0.087 0.256
*
```

maximum force	6.8	eV Å⁻¹
gap between HOMO and LUMO (alpha / beta)	0.37763 / 0.14660	hartree
total energy	-324.0844	Eh
E_HOMO (alpha / beta)	-0.4850 / -0.4603	hartree

# 8
# C4H8O2

2 unconnected molecules or ions with the total composition C4H8O2 (ωB97M-V/def2-TZVPD, the OMol25 dataset).

Structure (ORCA input):
```
! wB97M-V def2-TZVPD RIJCOSX def2/J DEFGRID3
* xyz 0 1
H -2.956 -0.542 0.563
H -1.424 -1.056 1.416
H 2.182 0.821 0.573
H -0.729 -0.257 -1.441
C 2.225 -0.056 -0.086
H 3.205 -0.088 -0.568
O 1.269 0.010 -1.125
O -1.595 1.140 0.635
H 2.079 -0.960 0.517
C -0.032 0.120 -0.697
C -0.505 1.229 0.007
H -1.807 -1.673 -0.264
C -1.931 -0.882 0.474
H 0.019 2.194 -0.007
*
```

maximum force	0.3	eV Å⁻¹
gap between HOMO and LUMO (alpha / beta)	0.27190 / 0.27170	hartree
total energy	-307.4984	Eh
E_HOMO (alpha / beta)	-0.2799 / -0.2798	hartree